Entry 1:
This record from the OMol25 dataset describes one molecule with the formula C2HBF6O2 in a non-equilibrium geometry. The level of theory is the ωB97M-V functional and the def2-TZVPD basis.

```
12
Properties=species:S:1:pos:R:3:nbo_charge:R:1
O -0.667 -0.492 0.104 -0.824
B 0.655 -0.520 0.092 1.019
O 1.258 0.709 0.065 -0.715
C 2.570 1.080 0.067 1.185
F 3.330 0.415 -0.793 -0.310
F 2.641 2.348 -0.323 -0.305
F 3.081 0.883 1.269 -0.307
C 1.469 -1.966 -0.060 0.739
F 0.536 -2.921 -0.061 -0.316
F 2.343 -2.138 0.925 -0.318
F 2.183 -2.048 -1.243 -0.339
H -0.847 0.311 0.477 0.492
```

Properties
Structure (SMILES) ... OB(OC(F)(F)F)C(F)(F)F
Gap between HOMO and LUMO ... 12.80 eV
LUMO energy ... 0.304 eV
Highest occupied orbital energy ... -12.5 eV



Entry 2:
This record from the OMol25 dataset describes C2HBr2NO3P as an isolated structure in a non-equilibrium geometry. The level of theory is the ωB97M-V functional and the def2-TZVPD basis.

```
10
Properties=species:S:1:pos:R:3:nbo_charge:R:1
C 2.015 -0.481 0.592 0.597
C -1.482 -0.864 -0.674 -0.581
N 2.357 -1.572 0.658 -0.507
O -0.204 2.057 1.676 -1.079
O 0.411 2.696 -0.688 -1.076
O 1.689 0.735 0.517 -0.762
P 0.223 1.698 0.307 2.182
Br -1.392 -1.260 -2.529 0.031
Br -1.117 -2.393 0.439 0.010
H -2.500 -0.617 -0.298 0.185
```

Properties
Charge ... -1
Gap between HOMO and LUMO (alpha / beta) ... 6.27 / 8.05 eV
LUMO energy (alpha / beta) ... 1.959 / 2.671 eV
Highest occupied orbital energy (alpha / beta) ... -4.3 / -5.4 eV



Energy above the lowest of the compared OMol25 structures with the same formula, charge and spin values (in kcal/mol) by entry order: 0.0, 16.1.
Calculated total energy values (in eV) by entry order: -23169.6099, -159096.9828.